The molecule C6H9BO. Source: OMol25; level of theory: ωB97M-V/def2-TZVPD.

Computed properties:
- Relative energy (zero: lowest compared OMol25 entry of this formula, charge and spin): 25.4 kcal per mole
- Orbital gap: 0.3386 Ha
- Energy: -9091.1249 eV
- Total charge: 0
- LUMO: 0.60 eV
- HOMO: -8.615 eV

Each atom is followed by the atoms it is bonded to, with distances in Å.
CARTESIAN COORDINATES (ANGSTROEM)
1 B -1.11 -0.01 0.76  C5 1.619, C7 1.707, O8 1.350
2 C 1.92 0.32 -0.34  C3 1.320, C4 1.438, H9 1.156
3 C 1.36 0.35 0.85  C2 1.320, C5 1.421, H10 0.989
4 C 1.31 -0.68 -1.18  C2 1.438, C6 1.353, H11 1.047
5 C 0.36 -0.66 0.89  B1 1.619, C3 1.421, C6 1.505, H12 1.125
6 C 0.41 -1.37 -0.44  C4 1.353, C5 1.505, H13 1.098
7 C -1.28 1.36 -0.24  B1 1.707, H14 1.110, H15 1.118, H16 1.105
8 O -2.22 -0.72 1.07  B1 1.350, H17 0.902
9 H 2.58 1.10 -0.88  C2 1.156
10 H 1.66 0.87 1.64  C3 0.989
11 H 1.62 -0.87 -2.16  C4 1.047
12 H 0.37 -1.47 1.68  C5 1.125
13 H -0.19 -2.21 -0.79  C6 1.098
14 H -0.20 1.65 -0.23  C7 1.110
15 H -2.07 2.15 -0.16  C7 1.118
16 H -1.50 0.77 -1.15  C7 1.105
17 H -3.02 -0.58 0.69  O8 0.902